Formula: C25H49N2O6S
Source: OMol25
Level of theory: ωB97M-V/def2-TZVPD

Max |F| ... 0.0096 hartree/bohr
Gap between HOMO and LUMO ... 0.2320 Ha
Net charge ... +1
HOMO energy ... -9.81 eV

Geometry (Å):
C1 8.34 3.68 0.38
C2 8.22 2.36 1.07
O1 8.76 2.07 2.10
O2 7.36 1.48 0.45
C3 7.89 0.78 -0.69
C4 8.04 -0.71 -0.42
C5 7.05 -1.30 0.55
O3 5.80 -1.53 -0.15
S1 4.59 -1.83 0.88
O4 4.96 -2.99 1.65
O5 3.66 -2.33 -0.35
C6 2.33 -1.79 -0.38
C7 1.26 -2.76 0.10
C8 1.56 -3.55 1.38
C9 0.26 -3.95 2.10
C10 -0.08 -3.06 3.31
C11 -1.20 -2.04 3.11
C12 -2.49 -2.52 2.47
C13 -3.41 -1.35 2.11
C14 -4.72 -1.76 1.44
C15 -5.41 -0.55 0.79
C16 -6.91 -0.72 0.54
C17 -7.70 0.58 0.65
N1 -7.79 1.32 -0.60
C18 -7.97 0.82 -1.86
C19 -8.01 1.87 -2.74
C20 -7.85 3.05 -1.98
C21 -7.71 2.68 -0.68
H1 8.75 3.54 -0.62
H2 7.35 4.12 0.25
H3 8.97 4.34 0.96
H4 8.86 1.20 -0.95
H5 7.20 0.95 -1.52
H6 7.94 -1.23 -1.37
H7 9.04 -0.94 -0.05
H8 6.89 -0.64 1.40
H9 7.42 -2.25 0.95
H10 2.13 -1.54 -1.42
H11 2.26 -0.87 0.20
H12 0.39 -2.14 0.32
H13 0.95 -3.44 -0.70
H14 2.19 -2.96 2.04
H15 2.12 -4.45 1.11
H16 0.33 -4.98 2.43
H17 -0.54 -3.92 1.36
H18 -0.27 -3.67 4.20
H19 0.82 -2.48 3.55
H20 -1.47 -1.64 4.09
H21 -0.83 -1.18 2.54
H22 -3.02 -3.21 3.13
H23 -2.30 -3.06 1.54
H24 -2.85 -0.74 1.39
H25 -3.60 -0.73 2.98
H26 -4.51 -2.52 0.69
H27 -5.38 -2.21 2.18
H28 -4.91 -0.38 -0.16
H29 -5.22 0.32 1.42
H30 -7.03 -1.13 -0.46
H31 -7.33 -1.47 1.21
H32 -8.69 0.41 1.07
H33 -7.18 1.24 1.34
H34 -8.07 -0.23 -2.04
H35 -8.17 1.77 -3.80
H36 -7.84 4.06 -2.35
H37 -7.58 3.31 0.18
C22 -0.35 3.78 -3.00
C23 0.09 2.39 -3.43
C24 -0.24 1.26 -2.46
O6 0.59 1.32 -1.32
C25 0.05 2.00 -0.18
N2 1.60 2.37 -3.53
H38 0.23 4.15 -2.15
H39 -0.25 4.50 -3.81
H40 -1.40 3.75 -2.70
H41 -0.29 2.17 -4.42
H42 -0.02 0.30 -2.95
H43 -1.30 1.26 -2.21
H44 -1.03 1.95 -0.17
H45 0.38 3.04 -0.14
H46 0.44 1.49 0.70
H47 1.98 3.20 -3.98
H48 1.94 1.54 -4.02
H49 1.96 2.30 -2.56

Results of the Mulliken charge analysis, in e, for atoms 1 through 8:
1. C -0.9540
2. C 0.6131
3. O -0.5165
4. O -0.2862
5. C -0.3929
6. C -0.9714
7. C -0.5725
8. O -0.2339